(1)
Below is a cluster of 3 separate species, C23H51BrN2O6 in total, with properties calculated with ωB97M-V with the def2-TZVPD basis set.

Each line ends with the Löwdin charge.
Geometry (Å):
Br -2.3060 0.6750 1.0163  0.710
O -5.4110 2.0285 1.6535  -0.063
O -4.9129 -0.3932 1.4033  -0.176
O -5.4018 -2.0697 -2.8077  -0.183
O -9.5635 -1.5486 -1.1466  -0.199
O 9.6904 5.5363 0.0678  -0.182
O 6.6932 2.4498 1.4246  -0.202
N 6.8811 4.4052 -0.8685  -0.057
N -8.2337 -1.0607 -3.8132  -0.057
C 3.8196 -1.7052 0.5420  -0.227
C 3.8520 -0.5157 3.0421  -0.145
C 3.0961 -2.9333 1.3508  -0.224
C -0.6616 -2.6528 3.0645  -0.220
C -1.7535 -2.8026 1.8068  -0.217
C -6.1311 -2.0819 -1.5890  -0.090
C -7.0623 -1.4922 -4.5811  -0.196
C -9.4480 -0.1941 -0.7334  -0.110
C 0.7896 -3.3640 2.7130  -0.213
C -3.1002 -1.9511 2.2135  -0.203
C 9.3710 4.6911 1.1637  -0.099
C -3.5773 -0.8920 1.0158  -0.609
C 5.8676 3.3005 2.2078  -0.111
C 6.1891 2.2223 0.1020  -0.216
C 1.4899 -2.5862 1.4332  -0.233
C -5.0735 0.9891 0.8413  -0.233
C -9.1715 -2.1467 -3.4881  -0.201
C -6.1312 -2.5431 -3.9414  -0.214
C 7.8846 5.1673 -1.6169  -0.197
C 7.0552 2.9463 -0.9453  -0.198
C 9.3641 4.9963 -1.2140  -0.217
C 4.3144 -0.4502 1.4713  -0.255
C -10.1938 -1.7053 -2.4247  -0.200
H 0.7085 -4.5330 2.5313  0.122
H 9.9594 5.5701 -1.9337  0.119
H 3.0386 -1.2911 -0.2590  0.115
H -7.9113 -0.6289 -2.9527  0.063
H 5.9581 4.3400 1.8804  0.073
H 0.9539 -2.7925 0.4084  0.113
H -9.7015 -2.4449 -4.3979  0.121
H -2.0133 -3.9500 1.6050  0.125
H -10.3981 0.3364 -0.8370  0.088
H -9.1590 -0.1844 0.3211  0.092
H -6.6445 -3.4826 -3.7107  0.109
H 6.2698 1.1458 -0.0787  0.102
H 7.6239 6.2252 -1.4919  0.119
H 6.9181 4.6954 0.1038  0.063
H 10.0415 4.9358 1.9918  0.089
H -8.6667 0.3204 -1.2998  0.071
H -6.8312 -2.9203 -1.5285  0.094
H -6.4684 -0.5896 -4.7697  0.119
H 9.4947 3.6309 0.9244  0.089
H 2.6978 -0.6632 3.2140  0.068
H 4.8217 2.9849 2.1706  0.081
H 3.5877 -3.2108 2.3759  0.107
H 6.7732 2.6055 -1.9462  0.121
H -0.5086 -1.5036 3.3408  0.116
H -5.4187 -2.1704 -0.7644  0.064
H 4.1063 0.5538 3.5067  0.075
H 4.4868 -1.2815 3.7019  0.091
H -4.8812 1.2212 -0.3044  0.159
H 1.4939 -3.1852 3.6543  0.112
H -10.7323 -0.8035 -2.7323  0.120
H -1.2602 -2.4063 0.7983  0.099
H 5.1331 2.4948 0.0105  0.117
H 9.7125 3.9617 -1.3018  0.107
H -2.8156 -1.2729 3.1374  0.110
H -8.6424 -3.0175 -3.0940  0.095
H 8.3552 4.8947 1.5052  0.066
H -10.9300 -2.5072 -2.3102  0.119
H -3.9852 -2.6799 2.5280  0.135
H 5.5019 -0.3713 1.4150  0.110
H 3.8575 0.5340 1.0068  0.102
H 4.7578 -2.0604 -0.0829  0.108
H 8.0949 2.6649 -0.7634  0.097
H 6.2097 3.2448 3.2448  0.092
H -3.5503 -1.3989 -0.0553  0.123
H -1.2064 -3.1697 3.9890  0.120
H 3.1861 -3.8933 0.6471  0.117
H 7.7748 4.9425 -2.6838  0.115
H 1.4042 -1.4228 1.6325  0.106
H -5.3736 -2.7974 -4.6917  0.120
H -7.3962 -1.8564 -5.5592  0.116
H -6.6523 -1.1325 -1.4593  0.068

Calculated values
Maximum force (hartree/bohr): 0.1873
HOMO-LUMO gap (eV): 8.7
HOMO (eV): -8.67

(2)
Below is a cluster of 11 separate species, C23H51F12N4O25S4 in total, with properties calculated with ωB97M-V with the def2-TZVPD basis set.

Each line ends with the Löwdin charge.
Geometry (Å):
S -2.4758 -5.5632 -1.8440  0.502
S 4.6057 -2.0070 -0.3052  0.476
S -2.7470 1.5524 -3.2882  0.548
S 2.9870 2.9483 3.2942  0.464
F 5.4322 2.7782 2.5428  0.082
F 7.0425 -2.4670 0.7022  0.120
F 6.8461 -0.5246 -0.2817  0.148
F -1.7993 -8.0121 -2.3922  0.102
F 5.1000 4.3789 3.9074  0.143
F -2.9665 3.1354 -5.3523  0.121
F 4.5174 4.6184 1.8384  0.106
F -0.1314 -6.7438 -1.6635  0.106
F -2.5647 4.1086 -3.4983  0.149
F -0.7729 -6.5904 -3.7019  0.123
F -0.9282 3.1433 -4.5505  0.096
F 6.9325 -2.3060 -1.4816  0.109
O 3.2329 2.0397 4.3732  -0.302
O -3.4675 -5.4267 -2.8596  -0.296
O -9.5318 -2.8587 5.8787  -0.037
O -8.3196 -2.3353 7.6625  -0.089
O -9.9369 -1.6508 3.3049  0.138
O 2.6388 2.2679 2.0417  -0.341
O -0.3430 -1.7248 -0.5754  0.104
O -11.0221 0.0565 2.5435  0.087
O -11.8503 -0.9507 4.4204  0.061
O -2.8119 -6.1339 -0.5676  -0.285
O -2.2583 0.3888 -4.0376  -0.353
O -2.5170 5.7411 -0.3774  -0.205
O -1.7211 -4.2930 -1.6507  -0.353
O 2.3258 1.9804 -1.9305  -0.218
O 1.1564 -2.0394 1.0246  0.053
O 0.9577 -0.7919 -4.9087  -0.187
O -4.2261 1.5921 -3.3003  -0.329
O 2.1847 4.1028 3.6594  -0.326
O -0.1062 -3.6979 0.3910  0.121
O 4.9256 -2.7547 4.2716  -0.196
O 4.2388 -1.4851 0.9694  -0.309
O -2.1362 1.8021 -1.9508  -0.343
O 4.1179 -1.2759 -1.4616  -0.338
O 4.3460 -3.4582 -0.4759  -0.346
O -7.2781 -2.8821 5.7162  -0.001
N 2.1141 0.4208 0.0881  0.225
N -0.5699 7.7578 0.0874  0.036
N -1.1481 -2.1799 -3.3646  0.207
N 2.6407 -3.6138 2.5495  0.062
C 0.2427 -2.4451 0.1732  -0.689
C -0.0514 -3.6270 -4.9280  -0.035
C 4.5611 3.7646 2.8860  -0.684
C 2.8726 2.9990 -2.7366  -0.121
C 0.8538 1.0618 -0.4351  -0.317
C 1.3059 -1.7074 -3.8852  -0.156
C 5.0683 -1.3011 4.1676  -0.036
C -2.2478 3.0831 -4.2301  -0.687
C -0.2375 1.3255 0.6148  -0.021
C 1.2052 2.3631 -1.1331  -0.173
C 1.2481 -3.1026 4.4339  -0.064
C 6.5085 -1.7915 -0.3238  -0.674
C 2.5607 -2.8933 3.8309  -0.446
C -3.2955 4.5487 -0.2304  -0.079
C 0.1578 -2.7445 -3.6896  -0.322
C -11.0214 -0.9245 3.5108  -0.625
C -1.2206 -6.7918 -2.4690  -0.641
C -0.4364 6.7534 -0.9729  -0.446
C -1.1390 5.4763 -0.5902  -0.223
C 0.9949 6.6489 -1.4311  -0.058
C -8.2183 -2.6914 6.4596  -0.815
C 0.8417 0.6085 -4.5026  -0.056
C 3.7097 -3.1272 4.8209  -0.231
H -1.0889 -4.0873 -4.8077  0.093
H 2.6470 1.1742 0.6193  0.129
H -0.7991 -4.0005 -0.3008  0.089
H 0.0370 1.0786 -5.1052  0.077
H 1.1526 6.0740 -2.3009  0.044
H 6.0216 -1.0582 3.8019  0.072
H 3.4572 2.4858 -3.5095  0.078
H 2.3404 -4.5831 2.6670  0.110
H -1.3574 -2.2234 -2.3679  0.113
H 0.4439 0.4668 -1.2301  0.104
H 3.7020 -4.2492 5.1546  0.157
H 0.4744 -2.9856 3.6557  0.097
H 1.0652 -4.1226 4.7487  0.082
H -0.7436 4.9342 0.2448  0.117
H -1.5220 7.7065 0.4945  0.080
H 5.0122 -0.8983 5.1858  0.091
H 2.7704 0.0111 -0.5573  0.086
H 1.8724 -2.7230 1.3903  0.103
H 1.1477 -2.4057 5.2255  0.078
H 0.3897 2.7039 -1.7707  0.111
H 4.2030 -1.0111 3.5761  0.065
H 0.7045 -4.4189 -5.1266  0.096
H -11.8689 0.4327 2.3117  0.099
H 2.1049 3.6614 -3.2790  0.097
H 1.7024 6.1501 -0.7309  0.086
H 3.5163 -2.5937 5.7242  0.103
H 1.8075 1.1029 -4.5676  0.076
H 0.4185 0.6292 -3.4692  0.077
H -9.9112 -2.2397 4.1359  0.127
H 3.4865 3.7208 -2.1121  0.100
H -1.2451 -1.1915 -3.7274  0.129
H 1.8048 -0.3133 0.7187  0.101
H -1.7972 -2.8227 -3.8042  0.129
H 2.1613 -2.3139 -4.2334  0.135
H -3.3706 3.9433 -1.1675  0.068
H 3.6255 -3.7115 2.2947  0.089
H -0.0897 2.2785 1.2287  0.104
H -0.1403 -3.0214 -5.8315  0.079
H 1.5928 -1.2629 -2.9078  0.125
H -0.9850 4.7167 -1.4002  0.120
H -10.0169 -2.4143 6.5573  0.055
H -0.4744 0.5240 1.2948  0.078
H -4.3120 4.9408 0.0687  0.106
H -1.1437 1.4425 0.0578  0.044
H 2.5869 -1.8302 3.4902  0.139
H -1.0718 7.0925 -1.7284  0.113
H -2.7501 3.8802 0.4382  0.083
H 0.0844 7.4466 0.7740  0.056
H 1.4355 7.6723 -1.5184  0.087
H 1.5660 3.0393 -0.2621  0.152
H 0.3775 -3.3589 -2.8302  0.134

Calculated values
Maximum force (hartree/bohr): 0.0676
HOMO-LUMO gap (eV): 7.3
HOMO (eV): -2.42
Total charge: -3